Record 1
Molecular formula: C2H4S2
Method: DFT, ωB97M-V/def2-TZVPD

Positions of all 8 atoms, in Å:
H -1.234 -1.095 -1.751
S 1.479 0.314 0.226
H -1.098 0.589 -2.241
H 0.993 0.288 3.187
S 2.173 -0.435 3.309
C -0.974 -0.072 -1.340
H -1.649 0.135 -0.606
C 0.310 0.275 -0.785

HOMO energy (spin up / spin down) = -7.15 / -8.85 eV
Energy above the lowest of the compared OMol25 structures with the same formula, charge and spin = 3.485 eV
Calculated total energy = -23805.394 eV

=====

Record 2
Molecular formula: C15H41AlBr4GaLiN3O15P4
Method: DFT, ωB97M-V/def2-TZVPD

Positions of all 85 atoms, in Å:
C -1.296 0.413 -3.092
H -2.305 -3.366 -2.870
H -1.042 5.633 -2.703
N -11.566 -1.380 1.999
H 3.189 1.206 5.368
Br 0.533 3.834 -2.067
H 5.270 0.832 0.262
H -8.810 -1.213 -0.045
H -8.448 -0.724 1.626
Br 4.635 -3.016 -0.050
C -11.330 -1.454 3.123
H -3.522 -2.083 0.443
H 4.770 4.222 -2.479
Br -1.576 4.001 -4.469
H 7.052 1.943 0.501
O 6.172 0.152 -1.816
H -10.962 -2.594 4.836
C 7.548 -1.473 3.004
H -3.814 -3.246 -0.875
O 3.306 4.132 4.171
H 3.041 4.751 3.467
H -0.636 0.655 -3.924
H -10.084 -1.056 4.753
H -7.127 -4.301 -2.465
O -6.693 -2.636 -1.362
C -0.643 -0.649 -2.255
H 3.885 3.827 0.777
C -7.429 -3.853 -1.521
Al 4.982 4.426 3.039
H -1.431 -1.467 -5.105
C 7.570 -0.465 1.861
Ga 3.725 2.323 1.334
P 2.872 2.483 3.563
H 6.458 2.842 1.876
H 8.433 1.440 2.303
H -3.304 -3.817 0.728
H -8.495 -3.632 -1.555
C 7.443 0.978 2.345
Br 0.779 6.111 -4.289
O -0.582 6.362 -7.363
H -11.820 -1.067 5.118
H 3.885 0.579 4.035
O 0.241 -0.844 1.631
C 7.050 0.655 -2.579
H -2.936 -1.743 -3.055
O -0.962 -1.941 -2.433
H 8.336 -1.290 3.736
C -1.702 -2.444 -4.708
C -0.413 4.992 -3.301
C -3.896 -3.076 0.199
H 0.231 -1.345 2.451
C -2.061 -2.370 -3.238
N 3.784 1.437 4.579
C -8.641 -1.572 0.970
O 2.713 -0.739 2.330
C -11.031 -1.549 4.543
H 6.592 -1.371 3.521
N 5.237 1.193 1.212
O -5.259 -3.222 0.625
H -7.230 -4.554 -0.711
H -9.508 -2.113 1.303
H -0.846 -3.102 -4.851
O -5.827 -0.759 0.100
C 6.534 1.830 1.458
O 2.127 -1.769 0.204
Li 2.777 -2.125 3.555
H -2.543 -2.828 -5.285
O 7.729 0.005 -3.370
H 6.745 -0.733 1.203
P -6.286 -2.142 0.095
H -1.419 1.300 -2.480
H 8.475 -0.597 1.268
H 7.613 -2.492 2.633
H -2.275 0.140 -3.478
O -7.521 -2.484 1.017
H 0.844 2.020 0.419
H 7.109 1.015 3.384
P 1.997 1.275 0.112
O 7.128 1.909 -2.421
O 0.220 -0.394 -1.451
P 1.764 -0.586 1.159
H -0.754 5.813 -6.589
H 5.924 3.875 -1.554
O 5.248 4.545 -1.709
H 2.058 -1.470 -0.720

Charge = -1
HOMO energy = -3.37 eV
Calculated total energy = -427904.914 eV

=====

Record 3
Molecular formula: C11H23N5SV
Method: DFT, ωB97M-V/def2-TZVPD

Positions of all 41 atoms, in Å:
H 0.426 -2.696 1.810
C -0.587 -2.326 2.013
H -2.129 -0.732 -6.006
C -0.116 0.018 -6.286
H -0.885 2.516 0.069
C -0.919 1.159 3.073
H -1.663 -1.121 3.406
C -1.209 -0.386 -5.551
H -2.103 -1.508 0.910
C 1.056 0.464 -4.227
C 2.287 -0.453 2.107
H -1.472 3.135 2.401
H 1.900 0.771 -6.169
C -0.781 2.331 2.113
H -1.970 0.850 3.077
N -1.066 1.795 0.777
H 1.467 -0.094 4.080
H -0.077 -1.610 3.986
N -1.100 -1.702 0.790
C 1.029 0.447 -5.612
N 1.947 0.004 0.756
C -0.621 -1.261 3.104
H 2.465 -0.548 0.062
H 3.322 -0.210 2.384
H -1.983 -0.659 -3.685
H -0.654 1.452 4.096
S -0.190 0.033 -1.802
C -0.073 0.049 -3.526
H 1.534 1.320 3.024
H 2.181 -1.542 2.151
C 1.318 0.248 3.050
H 2.274 0.974 0.643
H -1.034 -2.372 0.016
H -0.155 0.000 -7.366
H 0.231 2.756 2.107
V -0.076 0.034 0.489
N -0.080 0.030 2.602
N -1.162 -0.361 -4.211
H -2.071 1.587 0.711
H 1.935 0.796 -3.693
H -1.192 -3.189 2.326

Spin multiplicity = 3
Charge = +3
HOMO energy (spin up / spin down) = -18.18 / -18.40 eV
Energy above the lowest of the compared OMol25 structures with the same formula, charge and spin = 0.713 eV
Calculated total energy = -55728.986 eV

=====

Record 4
Molecular formula: C7H12O4Si
Method: DFT, ωB97M-V/def2-TZVPD

Positions of all 24 atoms, in Å:
C 1.789 -2.243 -0.151
C -0.257 -0.244 0.025
C 3.435 -0.273 -0.398
C -2.306 -0.514 -1.408
C 1.004 0.049 -0.092
O -1.125 1.201 2.629
H -2.604 -1.625 -1.665
O -0.854 2.837 0.426
O 1.527 1.301 0.091
H 0.734 -2.526 -0.143
H 3.958 -1.083 -0.815
H -3.066 0.205 -1.343
H -1.598 -0.023 -2.225
H 3.308 0.598 -1.129
H 0.974 2.074 0.248
H -1.250 0.214 2.808
O -3.244 1.650 0.975
H 2.578 -3.017 -0.100
H -2.187 -0.985 0.716
H -3.695 1.966 0.176
Si -1.643 1.875 1.288
H 3.989 0.037 0.500
C -1.528 -0.540 -0.129
C 2.061 -0.934 -0.284

HOMO energy = -8.45 eV
Energy above the lowest of the compared OMol25 structures with the same formula, charge and spin = 2.847 eV
Calculated total energy = -23521.053 eV
SMILES = C=C(C)C(O)=C=CC.O=[Si](O)O

=====

Record 5
Molecular formula: C5H14NO2
Method: DFT, ωB97M-V/def2-TZVPD

Positions of all 22 atoms, in Å:
H 2.241 0.178 -1.551
C -0.993 -0.422 -0.003
H -0.637 2.728 -0.419
C 2.029 -0.542 0.177
C -1.837 -1.371 0.794
O -0.626 1.864 -0.769
H 2.638 1.510 0.035
H -1.423 -2.399 0.623
H -1.852 -1.020 1.913
O 1.830 -0.629 -1.190
H -1.162 -0.278 -2.171
H -2.393 1.069 0.066
H 0.146 -1.014 -1.479
C -1.272 1.059 0.216
H -1.339 -1.689 -1.529
N -0.863 -0.765 -1.403
H -1.119 1.295 1.259
C 2.643 0.708 0.738
H 1.697 -1.350 0.783
H 1.985 0.978 1.646
H -2.925 -1.357 0.391
H 3.584 0.438 1.060

Charge = +1
HOMO energy (spin up / spin down) = -12.56 / -10.84 eV
Energy above the lowest of the compared OMol25 structures with the same formula, charge and spin = 5.400 eV
Calculated total energy = -10986.404 eV

=====

Record 6
Molecular formula: C30H60FN3O25S5
Method: DFT, ωB97M-V/def2-TZVPD

Positions of all 124 atoms, in Å:
H 10.590 -6.684 1.139
H 0.082 5.887 -0.347
H -9.761 2.501 2.403
C 9.856 -7.215 0.539
H -1.010 -1.731 -3.250
C -1.995 3.145 -3.509
C -0.591 4.967 2.369
O 0.389 1.299 0.184
H -2.075 10.128 -1.204
C -7.737 2.913 1.745
O -2.369 4.204 -1.451
H 0.417 -5.215 1.725
N -1.428 -0.537 -1.492
C -1.582 5.977 1.780
H -1.502 2.307 -4.011
O 7.360 -6.259 -4.380
H -3.412 -1.359 -1.342
S -0.106 -5.536 -1.121
H -4.548 1.804 -4.791
O -8.306 3.314 5.143
H -2.995 2.055 -5.539
O 7.784 -9.636 -0.091
C -8.821 1.973 2.229
O -1.436 -5.175 -0.307
O 0.626 -6.362 0.027
H -3.949 3.499 2.688
C -2.206 0.484 -2.166
O -6.225 2.091 4.577
H 0.205 4.756 1.646
H 8.431 -5.601 0.794
H -2.015 -5.345 1.684
H 5.547 -7.676 3.441
H -3.991 3.073 -3.067
H 4.316 -5.207 2.111
H 0.064 3.525 -0.818
C -3.823 2.579 -5.059
H -2.507 6.008 2.359
N -0.828 6.247 -0.600
H 2.419 -0.142 -0.916
H -2.522 -1.307 0.152
C -2.408 1.781 -1.402
H 3.650 -4.433 -4.651
H 0.552 4.484 4.090
C -2.594 9.203 -0.927
O 0.442 1.867 -1.999
O -1.946 8.089 -1.510
C 0.988 1.390 -0.843
H -3.485 1.965 -1.408
O 7.662 -7.196 -0.253
O 9.174 -8.192 1.340
H -2.113 1.607 -0.367
O 2.313 -8.310 4.042
C -2.410 -1.489 -0.920
C 4.391 -4.532 -3.863
O -0.436 -6.425 -2.173
C -1.474 -5.908 0.929
H -2.777 2.531 1.815
O 6.620 -4.178 -3.283
O -2.694 0.269 -3.243
S -7.481 2.636 4.212
H -1.982 -6.857 0.750
O 4.080 -6.637 4.452
H -2.773 6.380 0.056
H -0.698 5.994 5.681
H 5.863 -3.497 -5.072
H 0.216 -0.488 -2.813
C -1.149 5.582 4.776
H -1.136 6.974 1.886
H 2.871 1.247 -1.904
H -0.684 8.250 0.131
O 4.994 -5.833 -3.912
S 7.730 -8.468 0.705
H -4.309 3.236 -5.784
H -6.894 2.368 1.317
C 4.479 -6.286 2.174
S 2.692 -6.977 3.744
O 1.807 -5.883 3.959
H -4.477 2.291 1.490
H 3.906 -4.413 -2.892
C 2.421 0.950 -0.958
H -1.485 4.069 -3.815
C -3.731 3.054 1.718
H 0.045 -1.943 -1.865
O 3.197 -6.925 2.232
O -8.336 1.491 3.490
O 6.751 -8.307 1.726
C -0.222 3.125 -1.790
H 3.004 1.331 -0.123
H 5.931 -5.974 3.757
C 8.751 -6.312 0.028
C 5.552 -3.573 -4.029
H 5.033 -6.622 1.305
N -3.401 3.288 -3.853
H -1.127 4.018 2.488
H 0.165 3.824 -2.533
H 9.031 -5.772 -0.872
C -1.741 3.053 -1.996
O -7.289 3.582 2.932
C -3.719 4.095 0.594
H 5.337 -2.582 -3.641
H -2.666 9.117 0.162
H -8.992 1.143 1.550
C 5.145 -6.670 3.475
H -2.131 -2.523 -1.112
H 10.361 -7.732 -0.279
C -1.886 5.782 0.282
H 0.602 6.215 3.654
F -4.695 3.791 -0.353
O 6.541 -6.293 -2.044
C -0.803 7.670 -0.800
H 0.075 7.904 -1.414
C -2.316 4.323 -0.053
C -0.519 -1.196 -2.430
C -0.041 5.336 3.751
H -1.883 6.299 4.410
H -1.630 3.633 0.441
C -0.019 -6.115 1.290
O 0.606 -4.325 -1.344
H 0.134 -6.951 1.964
H -3.607 9.264 -1.324
H -4.031 5.033 1.060
H -1.665 4.663 5.057
H -8.101 3.638 1.022
S 6.494 -5.775 -3.367

HOMO energy = -8.07 eV
Energy above the lowest of the compared OMol25 structures with the same formula, charge and spin = 0.000 eV
Calculated total energy = -144627.825 eV
SMILES = CCCC[C@@H](NCOC)[C@H](O[C@@](CNC)(COC(C)=O)CC(=O)N(C)C)[C@H](C)F.O=S1(=O)OCCO1.O=S1(=O)OCCO1.O=S1(=O)OCCO1.O=S1(=O)OCCO1.O=S1(=O)OCCO1